282
Properties=species:S:1:pos:R:3:forces:R:3 method="wB97M-V/def2-TZVPD" homo_ev=-14.26 total_charge=+4 homo_lumo_gap_ev=6.6 spin_multiplicity=1
C -32.070 -34.810 11.515 0.8168 -1.1793 0.5114
N -32.602 -33.521 11.169 0.4957 0.0070 0.3860
C -33.726 -33.174 11.791 -0.0429 2.1747 -0.1994
C -34.304 -31.992 11.389 -1.1170 -1.0354 0.6295
C -33.862 -31.270 10.294 1.5223 0.3445 -0.7092
C -32.580 -31.584 9.732 -1.8404 -2.1568 2.1145
C -32.008 -32.777 10.220 0.2152 1.2422 -0.8171
C -34.669 -30.135 9.817 -0.0708 0.9728 -0.5600
C -34.586 -29.585 8.532 -0.3999 -0.4377 -2.1725
C -35.252 -28.414 8.175 0.8062 -0.1367 -0.0118
N -35.865 -27.700 9.123 -1.4209 -0.5545 0.9390
C -36.114 -28.242 10.333 0.5009 -0.2131 -0.1431
C -35.523 -29.463 10.666 -1.0919 1.1925 1.9542
C -36.409 -26.376 8.862 0.2228 1.1208 1.0599
H -31.288 -35.031 10.816 0.2497 -0.4377 -0.3279
H -32.912 -35.472 11.417 0.0324 -0.7241 -0.1225
H -31.638 -34.936 12.525 -0.3785 0.7616 -0.3725
H -34.152 -33.691 12.653 0.5871 -0.4291 -0.5458
H -35.221 -31.805 11.944 0.0891 0.5348 -0.5009
H -32.074 -31.080 8.954 0.1874 0.7352 -0.5716
H -31.036 -33.105 9.814 -0.7824 -0.0807 0.5179
H -34.125 -30.086 7.646 -0.0543 0.2362 1.2364
H -35.259 -27.969 7.159 0.2347 -0.5103 0.8640
H -36.756 -27.643 11.016 0.8009 -0.6731 -0.5611
H -35.712 -29.714 11.735 0.3766 -0.2318 -1.0742
H -35.614 -25.640 9.085 -0.5995 -0.3658 -0.0297
H -37.321 -26.168 9.454 0.7477 -0.3059 -0.1222
H -36.678 -26.309 7.856 -0.3712 0.0650 -1.6921
C -26.875 -23.032 13.418 2.4035 1.7153 0.9622
N -26.450 -23.663 12.187 0.3764 -0.5052 -0.2756
C -27.011 -24.827 11.838 0.4922 -0.4305 -0.3902
C -26.707 -25.522 10.692 -0.2268 1.5107 0.8665
C -25.744 -24.909 9.931 -0.3592 -1.4661 -1.8845
C -25.007 -23.890 10.424 1.6724 0.2978 -2.8962
C -25.438 -23.184 11.478 0.4880 1.8516 0.8189
C -25.671 -25.170 8.455 1.9270 0.1816 -0.1048
C -26.822 -25.392 7.750 0.6547 -0.5721 -2.4551
C -26.804 -25.367 6.336 0.3141 1.3241 1.5258
N -25.649 -24.995 5.729 -1.4042 -0.6310 -0.5801
C -24.483 -24.901 6.368 0.5162 -0.0610 -0.1295
C -24.453 -25.002 7.710 -0.8659 -0.0288 1.8184
C -25.588 -24.737 4.304 -1.3315 -0.9118 -0.7998
H -26.432 -22.004 13.448 -0.1822 -1.0387 0.0047
H -26.451 -23.550 14.300 -0.5955 -0.0381 -0.5828
H -27.904 -22.836 13.429 -1.5846 -0.2852 0.1756
H -27.693 -25.138 12.551 -1.5546 -0.8589 1.0274
H -27.271 -26.331 10.319 -0.6374 -0.8887 0.0615
H -24.218 -23.594 9.705 -0.3659 0.6883 1.1827
H -24.999 -22.195 11.665 -0.2691 -0.7017 0.6190
H -27.763 -25.599 8.153 -1.1711 -0.0278 1.0083
H -27.798 -25.398 5.845 1.2669 -0.0386 -0.3134
H -23.585 -24.731 5.759 -0.5535 0.0648 0.4362
H -23.490 -24.847 8.172 -0.0874 -0.1128 0.2308
H -25.336 -25.673 3.790 -0.6499 0.2214 -0.1027
H -24.803 -24.088 4.085 1.3479 1.2025 -0.0107
H -26.496 -24.217 3.978 0.0776 -0.6288 -0.0601
C -24.816 -18.248 8.679 -0.9096 -1.4831 -1.0198
N -23.455 -17.829 8.956 0.3193 -0.3465 0.4637
C -22.487 -18.719 9.057 0.7548 -2.0802 0.2159
C -21.161 -18.293 9.167 -0.2634 -1.7762 0.3653
C -20.928 -16.964 9.419 0.1661 1.2983 -1.2684
C -21.944 -15.979 9.164 -0.4519 -2.5437 0.6415
C -23.224 -16.530 8.934 2.9217 1.2994 0.4072
C -19.570 -16.574 9.876 0.0091 0.6942 1.1435
C -18.375 -17.277 9.661 -0.5396 -0.1386 -1.4043
C -17.240 -16.882 10.335 0.3088 -0.6034 0.8800
N -17.220 -15.876 11.229 -0.5968 0.9936 -0.3752
C -18.326 -15.067 11.323 0.2584 -1.8217 0.3341
C -19.534 -15.477 10.771 0.6745 0.6624 -0.2905
C -16.073 -15.605 12.210 -1.6705 -0.3079 -0.9528
H -25.471 -17.369 8.828 0.0783 -0.9664 0.0729
H -25.116 -19.185 9.266 0.4643 1.7119 -0.7978
H -24.762 -18.512 7.587 -0.6412 0.1306 1.1092
H -22.800 -19.815 9.100 0.5773 1.7271 -0.3070
H -20.340 -19.061 9.141 -1.0102 0.9701 0.2734
H -21.714 -14.925 9.235 -0.4061 -0.0584 -0.2024
H -24.094 -16.019 8.715 -1.2492 1.7079 -0.2647
H -18.287 -18.118 8.915 -0.1965 0.9125 1.1047
H -16.366 -17.510 10.277 0.3102 0.1697 -0.0488
H -18.179 -14.257 12.005 -0.3638 0.4766 0.1807
H -20.442 -14.910 11.027 0.6073 -0.3070 -0.2163
H -15.650 -14.640 12.000 0.0946 0.3663 -0.0241
H -15.353 -16.377 12.075 0.5673 -0.5375 -0.0190
H -16.546 -15.664 13.187 0.3248 0.0956 0.0784
C -21.332 -24.253 17.937 0.7755 1.5754 -2.9887
N -22.453 -24.936 17.277 0.0475 0.6983 2.2603
C -23.367 -25.434 18.106 0.3469 0.2782 0.8881
C -24.593 -25.788 17.648 0.5618 -0.7963 1.4654
C -24.842 -25.784 16.314 0.4668 -0.2219 -1.6383
C -23.836 -25.372 15.433 0.0587 -0.0106 1.3886
C -22.643 -24.865 15.996 -1.1305 -0.3477 -3.1793
C -26.120 -26.379 15.857 -0.9285 1.1420 0.7095
C -26.155 -27.550 15.126 -2.2147 0.2451 -0.3684
C -27.404 -28.113 14.796 0.7234 1.0894 1.6505
N -28.553 -27.577 15.236 1.0608 1.1902 -0.5480
C -28.495 -26.427 15.922 0.1532 0.7632 0.6600
C -27.338 -25.767 16.283 0.1963 -2.0603 -0.7907
C -29.817 -27.943 14.594 0.8961 -1.1752 -1.6754
H -20.960 -24.787 18.768 0.0914 -0.4839 0.9343
H -21.612 -23.178 18.093 0.1410 -1.1306 0.3078
H -20.579 -24.265 17.126 0.1823 0.1950 0.8518
H -23.006 -25.481 19.134 -0.6367 -0.1709 -0.2311
H -25.197 -26.303 18.352 -0.9623 0.0107 0.3924
H -24.014 -25.485 14.385 0.3582 0.5576 -0.5269
H -21.869 -24.420 15.364 -0.2346 -0.1145 0.2512
H -25.276 -27.969 14.721 0.8715 -0.5892 -0.1808
H -27.544 -28.995 14.268 0.2495 -1.4022 -0.9376
H -29.440 -26.028 16.218 -0.5666 0.1325 0.0556
H -27.445 -24.905 16.921 0.4678 0.2334 -0.2031
H -30.068 -27.176 13.872 0.1026 0.1714 -0.2891
H -30.640 -28.044 15.229 -0.8519 -0.1344 1.4650
H -29.632 -28.888 14.046 -0.3861 0.6314 0.3848
C -34.181 -31.826 20.407 1.5420 -1.7093 -0.1169
N -33.091 -31.041 21.002 -0.0035 0.1393 -0.8340
C -33.336 -30.287 22.065 -0.1871 -0.0972 1.8370
C -32.342 -29.643 22.765 0.7334 0.3201 -1.3958
C -31.059 -29.655 22.241 -0.1134 -0.5004 -0.7993
C -30.822 -30.352 21.047 -1.6013 -1.1820 0.2486
C -31.874 -31.073 20.431 1.2385 1.2470 0.8139
C -29.952 -28.984 22.942 0.8406 -0.8233 0.1505
C -29.996 -27.759 23.505 -2.0473 2.5177 1.1173
C -28.899 -27.188 24.130 -1.2452 -0.4506 -0.2212
N -27.754 -27.839 24.184 1.5851 0.5314 -0.1603
C -27.633 -29.071 23.650 -0.7503 0.6219 0.3106
C -28.748 -29.641 23.106 0.2169 -1.4298 -1.3029
C -26.556 -27.034 24.665 -0.0066 -0.6362 -1.3628
H -34.075 -31.775 19.321 0.1531 -0.5448 0.2111
H -35.110 -31.445 20.628 -1.9137 1.3962 0.6938
H -34.177 -32.836 20.900 0.2921 0.6837 -1.0302
H -34.312 -30.334 22.520 -0.3452 0.0280 -0.4349
H -32.492 -29.040 23.621 -0.7621 0.1528 0.8027
H -29.843 -30.474 20.661 0.6698 0.2923 -0.6046
H -31.730 -31.602 19.486 -0.1637 0.0263 0.4661
H -30.962 -27.199 23.549 1.0297 -0.2961 -0.2363
H -28.961 -26.234 24.614 0.1020 0.3201 0.0161
H -26.674 -29.532 23.679 0.4781 -0.2731 0.0465
H -28.722 -30.615 22.639 0.6276 -0.1589 0.2843
H -26.737 -26.801 25.699 -0.1135 0.5619 0.2512
H -26.494 -26.144 23.947 0.2560 -1.2874 1.3550
H -25.669 -27.707 24.653 -0.5816 0.7084 -0.3457
C -32.812 -20.527 10.502 1.1369 -0.8265 0.3440
N -32.647 -21.369 11.743 0.1858 -0.6743 -0.6704
C -33.148 -20.971 12.910 -0.1459 0.3584 0.7049
C -32.745 -21.539 14.099 -1.2193 0.6434 0.6224
C -31.800 -22.542 14.097 -0.0733 0.3940 1.3030
C -31.333 -23.017 12.911 0.5065 1.1543 -1.8922
C -31.757 -22.392 11.728 -0.0473 0.2520 1.5723
C -31.333 -23.112 15.393 -1.9931 -1.1112 -1.0991
C -32.029 -24.286 15.740 -0.3898 -0.3209 -0.7439
C -31.883 -24.865 16.944 1.3694 -0.5381 2.3693
N -30.917 -24.348 17.806 -1.0457 0.9900 -1.0974
C -30.249 -23.245 17.434 1.4900 0.3765 1.4527
C -30.454 -22.568 16.262 0.7070 1.0634 -0.5479
C -30.695 -24.796 19.178 -0.8194 -2.6366 0.8079
H -33.602 -20.832 9.850 -0.8654 -0.3758 0.1429
H -31.904 -20.669 9.912 0.0135 0.2680 0.2478
H -32.904 -19.516 10.834 -0.0631 0.5597 0.0344
H -33.771 -20.084 12.976 -0.0385 -0.2330 -0.5591
H -33.203 -21.100 15.017 0.6758 -0.6163 -0.7370
H -30.417 -23.587 12.911 -0.2951 -0.6092 -0.3562
H -31.279 -22.576 10.807 0.3074 -0.3362 -1.0570
H -32.724 -24.782 15.067 0.0548 0.4191 -0.0915
H -32.427 -25.742 17.316 0.1004 0.4280 -0.2803
H -29.461 -22.871 18.121 -0.7399 -0.3207 -0.3260
H -29.918 -21.652 15.965 -0.0558 -0.6380 0.5972
H -31.490 -25.533 19.497 0.4055 0.9097 -0.7191
H -30.792 -23.965 19.891 0.7209 -0.2803 -0.4254
H -29.796 -25.469 19.199 -0.3095 1.2961 0.3067
C -23.360 -32.123 16.115 -2.2452 4.1448 1.3814
N -22.742 -31.102 15.197 -0.4848 -0.6005 -0.2727
C -23.478 -30.359 14.323 1.9871 0.7520 -0.5186
C -22.803 -29.424 13.489 2.0365 -1.9005 2.8868
C -21.385 -29.256 13.645 0.5683 -1.0015 0.3307
C -20.675 -30.210 14.441 -0.9772 2.0015 0.1554
C -21.418 -31.028 15.287 0.7633 0.0214 -1.0893
C -20.596 -28.070 13.031 -1.5931 0.3346 0.4214
C -21.015 -26.744 13.271 -1.0136 -0.1712 0.0203
C -20.404 -25.670 12.680 0.9300 -0.8854 0.2041
N -19.281 -25.841 11.934 -1.1265 2.0537 0.5509
C -18.931 -27.040 11.631 0.0706 -2.3517 0.8123
C -19.530 -28.163 12.172 0.4189 -2.1764 -0.1852
C -18.506 -24.659 11.458 1.3349 -0.5027 1.0202
H -23.381 -33.091 15.734 0.3584 -1.5104 -0.7645
H -24.442 -31.726 16.250 1.6919 -1.0143 0.0394
H -22.830 -31.964 17.078 -0.4494 -0.5836 -0.5796
H -24.536 -30.528 14.388 -0.2799 0.0793 -0.4196
H -23.253 -28.837 12.783 -1.6714 1.3274 -1.4416
H -19.624 -30.030 14.664 -0.2218 -0.4586 -0.2609
H -20.983 -31.675 16.032 0.2769 0.1354 -0.0963
H -21.889 -26.477 13.872 0.3045 -0.4100 -0.1623
H -20.756 -24.691 12.839 -0.2169 1.1505 0.1544
H -18.106 -27.139 11.026 1.7795 -0.2652 -1.3417
H -19.136 -29.180 11.943 -0.1908 1.0866 -0.1043
H -17.392 -24.845 11.351 -1.5925 -0.3716 -0.2091
H -18.557 -23.931 12.241 -0.2906 0.4849 0.4062
H -18.965 -24.271 10.593 -0.2333 0.3663 -1.1465
N -29.136 -30.197 12.351 -0.3603 0.9072 -0.1440
S -27.891 -29.629 11.610 0.7006 -0.5050 -0.8774
O -28.006 -29.527 10.190 -0.0750 -0.0710 0.7763
O -26.603 -30.011 12.148 -0.9726 0.2115 0.1095
F -28.136 -28.180 12.178 0.4238 0.9122 -0.3512
S -29.705 -31.560 12.677 -1.0199 -2.4885 1.5882
O -29.518 -32.574 11.666 -0.3170 0.5687 0.2158
O -30.985 -31.527 13.386 1.6668 0.4990 -1.6250
F -28.717 -32.019 13.844 0.0192 -0.0458 -0.1690
N -27.874 -29.472 20.065 2.0038 0.4729 -1.8373
S -27.586 -27.878 19.828 -0.7708 -2.1816 2.2071
O -28.269 -27.277 20.981 0.5199 0.0986 -2.4049
O -27.668 -27.382 18.460 0.2299 -0.2895 2.1810
F -26.056 -27.731 20.305 -0.2535 0.2381 -0.8991
S -27.266 -30.630 18.991 -4.1377 0.4955 -0.4986
O -26.388 -30.213 17.930 0.4273 -0.1298 1.3972
O -28.451 -31.366 18.573 1.5882 0.4431 0.6262
F -26.570 -31.618 20.013 0.4007 0.8271 -0.4956
N -20.043 -27.362 17.443 -0.7528 0.3696 0.4843
S -21.220 -28.334 17.769 0.0534 -1.2850 0.8550
O -21.930 -27.902 18.953 0.5009 -0.0129 -1.5701
O -21.019 -29.768 17.613 -0.2074 1.7130 0.0801
F -22.190 -27.988 16.499 -0.1506 -0.0508 0.3827
S -18.766 -27.681 16.595 1.1544 1.4900 1.9246
O -18.436 -26.588 15.740 -0.3750 -0.3111 -0.2637
O -18.729 -29.021 16.200 0.2577 -1.9407 -1.5933
F -17.621 -27.640 17.701 -0.6976 0.3076 -0.3721
N -28.577 -19.092 12.400 -0.2302 -0.5292 0.0714
S -29.681 -19.694 13.358 2.9018 -2.9473 -4.6349
O -29.274 -20.932 13.983 -0.4890 0.0239 0.2182
O -30.918 -19.681 12.656 -0.7406 0.5378 0.6835
F -29.684 -18.704 14.423 -0.7983 2.9914 3.2622
S -27.269 -19.894 12.051 -2.0965 2.4616 -0.9342
O -27.453 -21.131 11.395 -0.3073 -1.1781 -0.9892
O -26.309 -19.831 13.061 2.1385 0.0080 1.5558
F -26.777 -18.880 10.902 -0.0263 -0.6444 0.5523
N -28.643 -21.253 7.730 0.6341 0.1026 0.2867
S -27.202 -21.066 7.121 -1.4201 1.0653 -0.6077
O -26.336 -22.182 7.056 0.5630 -1.5497 0.3221
O -26.640 -19.815 7.497 -0.1274 0.1429 0.4994
F -27.560 -20.806 5.597 -0.1854 -0.2764 0.0844
S -29.376 -22.546 8.218 2.8778 0.7008 -1.1024
O -30.727 -22.250 8.387 -2.4518 0.2686 0.5945
O -28.707 -23.342 9.189 0.2838 -0.3221 0.5625
F -29.284 -23.438 6.916 -0.2649 -0.6355 -0.4924
N -27.398 -21.017 17.961 -1.4290 0.4808 -0.6278
S -26.582 -21.928 17.057 0.7738 -0.6154 2.1820
O -27.478 -22.794 16.368 -0.5603 -1.1931 -0.5929
O -25.389 -22.440 17.659 -0.0102 -0.8222 -0.2240
F -26.060 -21.032 15.976 0.7327 1.7287 -2.0329
S -26.961 -20.406 19.310 0.6625 -0.3505 3.2235
O -26.340 -19.135 19.296 -0.1305 0.5035 -0.7958
O -26.376 -21.375 20.204 -0.7178 0.2150 -0.5973
F -28.434 -20.126 19.906 0.6690 -0.2771 -0.5471
N -33.265 -29.015 18.559 0.7976 -2.0666 -0.3841
S -34.189 -27.895 19.040 -0.1963 2.9625 0.1187
O -34.214 -26.666 18.283 0.9970 -0.5284 0.3125
O -34.194 -27.777 20.469 0.4686 -0.5220 -0.1949
F -35.557 -28.460 18.699 -1.8112 -1.2514 -0.2101
S -32.311 -29.172 17.321 0.0318 1.5130 2.2850
O -32.299 -27.965 16.566 0.7067 0.1665 -0.7211
O -32.355 -30.425 16.655 0.3052 0.0669 0.7141
F -30.907 -29.111 18.254 -1.1136 -0.4106 -1.7019
N -19.961 -22.217 7.909 -1.3905 -0.7939 -0.6648
S -19.017 -21.521 8.877 0.2724 -0.9635 1.0071
O -18.681 -20.183 8.496 0.4361 0.2000 0.1648
O -18.015 -22.462 9.300 -0.2186 1.1793 -0.1378
F -19.905 -21.283 10.220 0.4164 0.0101 -0.4609
S -21.514 -22.227 7.688 1.3643 -1.8787 0.9801
O -21.931 -23.555 7.303 0.2682 1.3096 -0.2824
O -22.021 -21.068 7.070 -0.6353 0.7625 -0.7185
F -22.045 -22.132 9.179 -0.3911 0.0872 0.2088
N -32.126 -26.230 11.401 -0.9980 -0.2878 1.7569
S -31.831 -27.025 10.088 1.1930 -1.8701 1.3047
O -32.792 -28.061 9.769 0.4909 1.0987 -0.0697
O -30.448 -27.350 10.086 0.1795 -0.5502 0.0470
F -31.893 -25.933 9.043 -0.9986 1.2637 -1.7974
S -33.596 -25.918 11.892 1.1529 0.0528 0.1515
O -34.385 -25.465 10.814 -1.4645 0.3427 -0.9927
O -33.538 -25.091 13.062 -0.2517 -1.2621 -0.1350
F -34.348 -27.356 12.270 1.2330 1.4766 0.2045
O -21.336 -22.859 13.345 0.5089 -0.2817 0.2087
C -22.625 -22.920 12.804 -0.0663 0.2563 0.6803
O -23.143 -24.035 12.887 -0.2271 -1.6116 -0.0211
O -23.085 -21.867 12.404 -0.1673 1.2917 -0.7282
H -21.092 -21.934 13.281 0.1707 0.3486 -0.0437